{
  "formula": "H26Mg3O25S3",
  "method": "wB97M-V/def2-TZVPD",
  "species": ["O", "O", "O", "O", "H", "H", "O", "O", "Mg", "H", "H", "O", "O", "O", "O", "O", "S", "H", "H", "O", "H", "H", "O", "O", "H", "H", "O", "H", "S", "H", "O", "H", "H", "O", "H", "O", "O", "H", "H", "Mg", "S", "O", "O", "H", "H", "Mg", "H", "O", "O", "H", "H", "H", "H", "H", "O", "H", "O"],
  "xyz": [[-3.0278, -0.1032, -0.6423], [0.9293, -0.5136, -2.8880], [-0.6647, 3.0943, -2.8337], [1.8063, -0.0910, 2.7254], [-2.5519, 2.6168, -0.1282], [-2.2164, -2.3143, 2.9419], [-1.7006, -0.0850, -3.4510], [3.6888, -0.3681, 0.3152], [1.3753, 1.5256, 2.0417], [-3.6329, 2.8157, -1.1692], [-0.8461, -1.9358, -1.1886], [0.6402, 2.3244, 3.7451], [1.1646, -3.5507, 0.0263], [1.7197, 1.8766, -2.3407], [-1.4056, -1.8339, 2.7743], [2.1888, -1.5516, 4.5290], [2.1350, -1.3293, -2.8008], [1.7625, 4.0920, 1.1182], [1.2275, -4.4203, -0.3687], [1.9154, -2.6292, -2.1876], [0.2799, 3.8225, 1.2637], [3.5167, -0.8440, 1.1277], [3.5875, -1.6425, 2.6093], [1.1315, 3.3856, 1.2566], [-2.1562, 0.2685, -0.7777], [-0.1254, 2.1388, 4.2889], [-2.6976, 2.9477, -1.0145], [-1.2347, -1.3602, 3.5883], [2.2817, -1.4085, 3.0881], [-1.5081, 3.1227, -2.3820], [3.2106, -0.6191, -2.2016], [-2.1013, -3.4059, -0.4429], [2.1906, 1.0729, -2.1200], [-1.6854, -3.2735, 0.4090], [-3.4576, 1.0476, 2.2083], [2.4733, -1.8125, -4.1664], [-0.4392, 0.9618, 1.4608], [-0.4818, 4.0066, -3.0582], [-1.7594, -0.6065, -4.2515], [-0.1550, -2.7135, 1.4504], [0.0407, 0.3306, 0.2311], [-2.8618, 1.7957, 2.2478], [0.0662, -1.1601, 0.4090], [-2.0002, 1.4268, 2.0530], [-2.1709, -3.8443, 1.0045], [-0.0141, 1.1544, -2.8322], [-2.6088, 0.0272, -3.1704], [1.3654, 0.8237, 0.3074], [-0.5970, 0.7626, -1.0325], [1.5025, -2.9574, -0.6446], [-1.1955, -1.6062, -2.6243], [-3.3719, -0.2360, -1.5256], [2.2735, 2.5799, -2.0018], [1.2797, 2.6989, 4.3509], [1.3257, -2.2837, 2.5204], [2.8639, 0.0755, 0.1176], [-1.2747, -2.2958, -1.9651]],
  "nbo_charge": [-0.95, -1.26, -1.03, -1.26, 0.51, 0.48, -0.98, -0.98, 1.82, 0.49, 0.49, -0.99, -1.05, -1.06, -0.98, -1.07, 2.63, 0.51, 0.49, -1.08, 0.51, 0.47, -1.00, -0.99, 0.48, 0.52, -0.98, 0.53, 2.70, 0.52, -1.03, 0.55, 0.55, -1.00, 0.47, -1.09, -1.15, 0.51, 0.52, 1.81, 2.70, -0.99, -1.10, 0.49, 0.48, 1.83, 0.49, -1.13, -1.12, 0.53, 0.48, 0.44, 0.50, 0.50, -1.21, 0.45, -0.99],
  "e_homo_ev": -6.017,
  "homo_lumo_gap_ev": 4.66,
  "e_lumo_ev": -1.4
}